Entry 1:
DFT (wB97M-V/def2-TZVPD) results for C36H43Cl2N4O2PPd as an isolated structure.

Results
E_LUMO (alpha / beta), Eh: -0.02142 / -0.08627
Frontier orbital gap (alpha / beta), eV: 4.900 / 5.668
Electronic energy, eV: -85899.8033
Expectation value of S²: 2.044
Spin multiplicity: 3

XYZ file:
```
89
Properties=species:S:1:pos:R:3:mulliken_spin:R:1
Pd -0.15 -0.19 -2.63 0.03
Cl -4.00 5.35 -3.30 0.00
C -3.46 3.71 -3.15 -0.02
C -2.13 3.45 -3.13 0.09
C -1.68 2.11 -2.98 0.13
N -0.41 1.72 -2.89 0.32
C 0.78 2.53 -2.85 0.09
O 0.72 3.76 -2.83 0.25
C 1.95 1.72 -2.82 0.20
C 3.24 2.30 -2.79 0.01
C 4.35 1.52 -2.89 0.09
C 4.19 0.11 -3.05 0.16
C 2.93 -0.40 -3.02 -0.05
N 1.81 0.33 -2.88 0.21
C -2.66 1.05 -2.88 0.22
C -4.02 1.35 -2.92 -0.10
C -4.42 2.67 -3.05 0.18
Cl -6.10 3.02 -3.07 0.03
N -2.11 -0.19 -2.72 0.07
C -2.77 -1.37 -2.57 -0.02
O -3.97 -1.58 -2.55 0.06
C -1.78 -2.53 -2.48 -0.01
C -2.26 -3.82 -2.29 0.00
C -1.36 -4.86 -2.23 0.00
C -0.01 -4.59 -2.39 0.00
C 0.40 -3.28 -2.57 0.00
N -0.46 -2.27 -2.61 0.00
H -1.40 4.24 -3.20 0.00
H 3.30 3.37 -2.69 0.01
H 5.34 1.95 -2.86 0.01
H 5.04 -0.54 -3.18 0.01
H 2.77 -1.47 -3.12 0.01
H -4.75 0.56 -2.83 0.00
H -3.33 -3.96 -2.20 0.00
H -1.70 -5.88 -2.07 0.00
H 0.73 -5.38 -2.36 0.00
H 1.44 -3.03 -2.68 0.00
C -1.58 -2.06 4.60 0.00
C -1.02 -3.06 3.59 0.00
C -0.15 -2.35 2.54 0.00
C -0.59 -0.89 2.30 0.01
C -2.12 -0.85 2.44 0.00
C -2.51 -1.07 3.90 0.00
P -0.01 -0.24 0.66 -0.02
C 1.85 -0.46 0.73 -0.02
C 2.56 -0.14 2.06 0.00
C 3.82 -0.98 2.28 0.00
C 4.56 -1.16 0.97 0.00
C 3.75 -2.08 0.06 0.02
C 2.23 -1.85 0.19 0.00
C -0.17 1.60 0.84 -0.01
C 0.37 2.29 2.12 0.00
C -0.76 2.88 2.97 0.00
C -1.54 3.95 2.20 0.00
C -1.67 3.59 0.71 -0.01
C -1.59 2.08 0.53 0.02
H -0.75 -1.53 5.07 0.00
H -2.10 -2.58 5.41 0.00
H -1.85 -3.57 3.10 0.00
H -0.44 -3.84 4.09 0.00
H -0.21 -2.90 1.60 0.00
H 0.90 -2.37 2.85 0.00
H -0.17 -0.26 3.09 0.00
H -2.54 -1.63 1.80 0.00
H -2.54 0.09 2.08 0.00
H -3.54 -1.42 3.95 0.00
H -2.49 -0.11 4.43 0.00
H 2.19 0.26 -0.03 0.01
H 1.90 -0.27 2.91 0.00
H 2.85 0.91 2.05 0.00
H 3.56 -1.96 2.69 0.00
H 4.45 -0.49 3.03 0.00
H 5.56 -1.58 1.13 0.00
H 4.71 -0.19 0.50 0.00
H 3.97 -3.12 0.31 0.00
H 4.06 -1.94 -0.98 -0.01
H 1.81 -2.62 0.84 0.00
H 1.75 -1.99 -0.78 0.00
H 0.45 1.95 -0.01 0.00
H 1.05 3.09 1.84 0.00
H 0.95 1.60 2.73 0.00
H -0.34 3.30 3.88 0.00
H -1.43 2.08 3.29 0.00
H -1.05 4.92 2.32 0.00
H -2.54 4.05 2.64 0.00
H -0.86 4.06 0.13 0.00
H -2.60 3.99 0.31 0.00
H -1.87 1.78 -0.47 0.00
H -2.32 1.62 1.20 0.00
```

=====

Entry 2:
DFT (wB97M-V/def2-TZVPD) results for C6H15F4Li2N2O12PS4 as an isolated structure.

Results
E_LUMO (alpha / beta), Eh: -0.13005 / -0.39108
Charge: +1
Frontier orbital gap (alpha / beta), eV: 10.323 / 3.220
Electronic energy, eV: -97915.4689
Expectation value of S²: 0.756
Spin multiplicity: 2

XYZ file:
```
46
Properties=species:S:1:pos:R:3:nbo_charge:R:1
Li 17.70 3.59 6.54 0.89
Li 18.94 2.90 4.77 0.94
N 18.11 4.70 5.12 -1.33
S 18.80 6.27 5.48 2.34
O 17.93 7.36 5.81 -0.78
O 20.17 6.48 5.03 -0.79
F 19.12 5.66 7.01 -0.54
S 17.35 5.20 3.92 2.38
O 18.20 5.67 2.79 -0.83
O 16.03 5.77 4.20 -0.84
F 16.87 3.71 3.36 -0.53
N 18.67 2.02 6.46 -1.32
S 17.89 0.50 6.21 2.33
O 16.63 0.30 6.90 -0.84
O 18.77 -0.65 5.94 -0.78
F 17.44 0.90 4.67 -0.50
S 19.49 1.47 7.59 2.44
O 20.82 1.03 7.27 -0.83
O 18.75 0.93 8.72 -0.88
F 19.78 2.97 8.14 -0.53
C 15.68 1.32 11.52 -0.56
C 15.34 1.63 10.03 -0.08
O 14.96 2.97 10.04 -0.49
P 16.03 4.14 9.64 2.57
O 16.70 3.93 8.33 -1.08
O 15.26 5.55 9.80 -0.74
C 14.63 5.92 11.05 -0.08
C 14.26 7.39 10.94 -0.65
O 17.06 4.12 10.87 -0.74
C 18.43 4.55 10.68 -0.08
C 18.64 5.87 11.40 -0.63
H 15.86 0.25 11.64 0.27
H 16.62 1.83 11.73 0.25
H 14.86 1.62 12.17 0.25
H 16.15 1.53 9.31 0.25
H 14.50 1.04 9.66 0.28
H 13.80 5.27 11.31 0.20
H 15.37 5.86 11.85 0.20
H 13.18 7.41 10.80 0.23
H 14.43 7.97 11.85 0.24
H 14.80 7.91 10.16 0.25
H 19.12 3.85 11.15 0.23
H 18.71 4.73 9.65 0.23
H 19.71 5.89 11.62 0.25
H 18.48 6.68 10.69 0.23
H 18.04 6.11 12.28 0.23
```

=====

Entry 3:
DFT (wB97M-V/def2-TZVPD) results for a single C4H4N2S molecule.

Results
E_LUMO, Eh: -0.07471
Structure (SMILES): CC1=NC=NC1=S
Frontier orbital gap, eV: 7.420
Electronic energy, eV: -18027.0318
Spin multiplicity: 1

XYZ file:
```
11
Properties=species:S:1:pos:R:3:nbo_charge:R:1
C 0.61 0.86 1.94 -0.67
C 0.20 0.81 0.50 0.27
N 0.07 1.81 -0.28 -0.46
C -0.32 1.23 -1.52 0.29
N -0.44 -0.05 -1.58 -0.48
C -0.11 -0.45 -0.27 -0.06
S -0.08 -1.97 0.28 0.18
H 1.49 0.27 2.11 0.25
H 0.77 1.90 2.23 0.24
H -0.18 0.39 2.55 0.25
H -0.50 1.88 -2.37 0.20
```

=====

Entry 4:
DFT (wB97M-V/def2-TZVPD) results for a 2-piece molecular cluster, C4H8N2 overall.

Results
E_LUMO, Eh: -0.00661
Frontier orbital gap, eV: 9.178
Electronic energy, eV: -7255.4051
Spin multiplicity: 1

XYZ file:
```
14
Properties=species:S:1:pos:R:3:nbo_charge:R:1
C 1.86 0.26 0.76 -0.61
C 0.64 0.96 0.19 -0.60
C -1.81 -0.70 0.13 0.05
N -2.27 -0.12 -0.94 -0.69
C -0.88 -1.77 -0.12 0.13
N -0.11 -2.64 -0.15 -0.29
H 1.82 -0.81 0.55 0.22
H 1.91 0.39 1.84 0.20
H 2.79 0.65 0.33 0.20
H 0.66 2.04 0.36 0.20
H 0.55 0.80 -0.90 0.19
H -0.27 0.59 0.68 0.21
H -1.99 -0.33 -1.90 0.38
H -2.90 0.67 -0.83 0.40
```

=====

Entry 5:
DFT (wB97M-V/def2-TZVPD) results for a 13-piece molecular cluster, C75H170N6O13 overall.

Results
E_LUMO, Eh: 0.01556
Frontier orbital gap, eV: 8.676
Electronic energy, eV: -116082.9456
Spin multiplicity: 1

XYZ file:
```
264
Properties=species:S:1:pos:R:3:lowdin_charge:R:1
C 4.26 6.53 -0.36 -0.03
C 4.62 6.90 -1.78 -0.52
C 5.91 7.74 -1.77 -0.15
C 6.66 7.93 -3.08 -0.16
C 6.90 6.51 -3.62 -0.12
C 5.54 5.74 -3.86 -0.47
N 4.77 5.69 -2.58 -0.10
O 3.53 5.04 -2.73 -0.02
C 4.75 6.31 -5.03 -0.06
C 5.89 4.27 -4.32 -0.03
C 3.45 7.80 -2.32 0.01
H 5.11 5.98 0.10 0.08
H 3.34 5.93 -0.37 0.07
H 4.22 7.45 0.20 0.09
H 5.63 8.69 -1.30 0.12
H 6.59 7.24 -1.05 0.12
H 7.59 8.45 -2.90 0.10
H 6.04 8.54 -3.78 0.12
H 7.46 5.89 -2.92 0.12
H 7.42 6.50 -4.58 0.12
H 3.75 5.86 -5.10 0.09
H 4.57 7.38 -5.07 0.06
H 5.21 6.15 -5.99 0.08
H 6.42 3.75 -3.51 0.08
H 5.07 3.61 -4.65 0.06
H 6.56 4.44 -5.15 0.07
H 3.68 8.75 -1.90 0.07
H 2.49 7.45 -1.96 0.06
H 3.48 7.69 -3.39 0.06
H 3.59 4.28 -2.16 0.08
C 6.51 -1.63 0.35 -0.02
C 6.28 -2.48 1.64 -0.52
C 5.52 -1.61 2.69 -0.12
C 4.10 -1.41 2.25 -0.19
C 3.39 -2.75 2.14 -0.12
C 4.05 -3.66 1.09 -0.47
N 5.51 -3.68 1.36 -0.11
O 6.16 -4.49 0.40 -0.04
C 3.46 -5.11 1.25 -0.02
C 3.73 -3.18 -0.34 -0.02
C 7.66 -2.95 2.11 -0.03
H 6.97 -2.23 -0.43 0.08
H 7.15 -0.84 0.64 0.06
H 5.53 -1.24 0.00 0.06
H 5.59 -2.22 3.59 0.12
H 6.17 -0.74 2.83 0.11
H 4.12 -0.74 1.37 0.09
H 3.53 -0.74 2.92 0.11
H 2.38 -2.59 1.75 0.09
H 3.38 -3.28 3.09 0.12
H 2.45 -5.28 0.92 0.05
H 4.09 -5.84 0.69 0.09
H 3.49 -5.34 2.32 0.08
H 3.80 -2.12 -0.39 0.04
H 4.28 -3.72 -1.13 0.10
H 2.64 -3.38 -0.44 0.06
H 8.27 -2.09 2.42 0.09
H 8.09 -3.45 1.24 0.08
H 7.58 -3.58 2.98 0.08
H 6.63 -5.11 0.99 0.12
C 1.21 0.98 1.34 -0.01
C 1.01 1.41 -0.13 -0.48
C 1.65 0.38 -1.05 -0.13
C 0.96 -0.95 -0.90 -0.19
C -0.46 -0.75 -1.35 -0.11
C -1.21 0.34 -0.57 -0.47
N -0.39 1.54 -0.57 -0.07
O -0.99 2.62 0.09 -0.02
C -2.51 0.64 -1.30 -0.02
C -1.71 -0.13 0.85 0.00
C 1.78 2.74 -0.23 -0.02
H 0.91 -0.03 1.54 0.05
H 0.72 1.66 2.04 0.07
H 2.31 1.08 1.42 0.08
H 1.48 0.65 -2.11 0.09
H 2.71 0.35 -0.80 0.12
H 1.02 -1.28 0.14 0.09
H 1.50 -1.63 -1.54 0.09
H -1.11 -1.62 -1.34 0.11
H -0.50 -0.39 -2.39 0.11
H -3.19 1.29 -0.79 0.06
H -2.25 1.03 -2.27 0.08
H -3.08 -0.27 -1.42 0.06
H -2.12 0.76 1.35 0.07
H -2.46 -0.90 0.74 0.07
H -0.89 -0.55 1.49 0.06
H 2.83 2.44 -0.08 0.08
H 1.50 3.48 0.51 0.05
H 1.68 3.20 -1.22 0.08
H -1.04 3.33 -0.56 0.08
C -3.41 -6.67 2.78 -0.03
C -2.96 -5.23 2.72 -0.48
C -3.72 -4.34 3.71 -0.15
C -3.14 -2.97 3.84 -0.21
C -1.76 -3.16 4.37 -0.14
C -0.80 -3.96 3.47 -0.48
N -1.50 -5.23 3.11 -0.11
O -0.71 -6.03 2.28 -0.04
C -0.37 -3.09 2.28 -0.02
C 0.42 -4.43 4.29 -0.02
C -3.17 -4.60 1.28 0.00
H -4.48 -6.66 2.71 0.08
H -3.22 -6.99 3.84 0.10
H -2.85 -7.32 2.08 0.09
H -4.76 -4.31 3.33 0.12
H -3.73 -4.86 4.71 0.14
H -3.72 -2.29 4.46 0.11
H -3.12 -2.46 2.87 0.08
H -1.81 -3.64 5.37 0.14
H -1.24 -2.19 4.46 0.12
H -1.19 -2.51 1.89 0.04
H 0.45 -2.42 2.60 0.08
H -0.02 -3.70 1.44 0.07
H 0.99 -5.14 3.73 0.06
H 0.98 -3.51 4.62 0.10
H 0.07 -4.99 5.14 0.07
H -3.06 -3.55 1.19 0.04
H -4.18 -4.88 0.92 0.09
H -2.42 -5.11 0.66 0.05
H -0.65 -6.91 2.69 0.12
C -4.99 3.60 3.65 -0.01
C -3.89 2.59 4.02 -0.48
C -2.57 3.04 3.37 -0.16
C -1.38 2.37 3.94 -0.21
C -1.31 2.70 5.38 -0.13
C -2.53 2.08 6.14 -0.47
N -3.73 2.63 5.50 -0.13
O -4.87 2.14 6.12 -0.02
C -2.49 0.51 6.22 -0.02
C -2.55 2.65 7.62 -0.03
C -4.24 1.17 3.47 -0.02
H -4.68 4.59 3.99 0.09
H -5.92 3.23 4.14 0.09
H -5.10 3.52 2.57 0.07
H -2.68 2.96 2.31 0.10
H -2.48 4.11 3.53 0.12
H -0.51 2.68 3.36 0.09
H -1.37 1.27 3.80 0.11
H -1.34 3.79 5.57 0.13
H -0.46 2.24 5.87 0.12
H -3.43 0.24 6.71 0.08
H -2.48 0.01 5.22 0.05
H -1.60 0.24 6.79 0.08
H -2.72 3.72 7.56 0.08
H -3.34 2.21 8.25 0.08
H -1.55 2.37 7.97 0.08
H -5.02 0.64 4.05 0.09
H -3.33 0.56 3.52 0.05
H -4.46 1.30 2.42 0.07
H -5.29 2.96 6.37 0.10
C -1.04 -8.68 -3.17 -0.04
C -0.13 -7.61 -2.55 -0.49
C 1.28 -7.70 -3.20 -0.11
C 2.20 -6.52 -2.72 -0.16
C 1.46 -5.29 -3.21 -0.15
C 0.05 -5.04 -2.58 -0.46
N -0.71 -6.28 -2.76 -0.09
O -2.08 -6.18 -2.29 -0.02
C 0.19 -4.68 -1.06 -0.01
C -0.66 -3.88 -3.36 -0.01
C -0.05 -7.99 -1.02 -0.02
H -2.01 -8.67 -2.71 0.08
H -0.64 -9.65 -3.02 0.07
H -1.20 -8.48 -4.20 0.08
H 1.71 -8.67 -2.92 0.12
H 1.12 -7.65 -4.30 0.13
H 3.15 -6.50 -3.31 0.12
H 2.46 -6.54 -1.66 0.09
H 1.40 -5.34 -4.30 0.12
H 1.99 -4.36 -2.90 0.12
H 0.62 -3.68 -0.94 0.06
H -0.81 -4.62 -0.57 0.07
H 0.76 -5.47 -0.60 0.05
H -0.92 -4.16 -4.41 0.10
H -1.53 -3.62 -2.79 0.04
H 0.00 -3.02 -3.43 0.06
H -0.99 -7.87 -0.51 0.07
H 0.78 -7.51 -0.50 0.06
H 0.19 -9.04 -1.01 0.07
H -1.95 -6.08 -1.33 0.05
C -0.12 6.00 -0.66 -0.03
C -0.44 6.36 0.83 -0.41
C 0.24 5.46 1.88 -0.05
O 0.01 7.77 0.98 -0.07
H -0.32 4.96 -0.91 0.04
H 0.96 6.12 -0.77 0.05
H -0.59 6.70 -1.40 0.10
H -1.53 6.37 1.02 0.13
H 0.16 5.97 2.86 0.09
H 1.28 5.45 1.55 0.07
H -0.22 4.47 1.93 0.05
H -0.12 8.08 1.86 0.05
C 4.65 2.60 3.99 -0.05
C 5.92 2.59 3.13 -0.49
C 5.83 3.59 2.00 -0.07
O 7.04 2.86 3.99 -0.04
H 4.62 1.82 4.75 0.08
H 3.75 2.33 3.43 0.06
H 4.59 3.60 4.47 0.09
H 5.97 1.58 2.71 0.11
H 5.87 4.60 2.33 0.07
H 4.86 3.49 1.52 0.07
H 6.66 3.49 1.26 0.09
H 7.78 3.09 3.44 0.08
C -4.29 -2.49 -2.67 -0.06
C -5.44 -1.65 -3.10 -0.42
C -5.96 -2.00 -4.50 -0.05
O -6.58 -1.69 -2.10 -0.08
H -3.98 -2.23 -1.67 0.07
H -3.53 -2.30 -3.40 0.06
H -4.61 -3.54 -2.72 0.10
H -5.19 -0.58 -3.09 0.12
H -5.25 -1.85 -5.30 0.06
H -6.89 -1.47 -4.75 0.09
H -6.20 -3.08 -4.53 0.09
H -6.82 -2.58 -1.85 0.08
C -6.30 3.20 -2.48 -0.05
C -5.74 2.71 -1.13 -0.50
C -4.67 3.67 -0.62 -0.05
O -6.78 2.70 -0.16 -0.07
H -5.57 3.58 -3.18 0.06
H -6.96 4.04 -2.26 0.08
H -6.82 2.34 -2.91 0.07
H -5.45 1.66 -1.22 0.11
H -3.84 3.62 -1.34 0.07
H -4.33 3.22 0.32 0.06
H -5.06 4.68 -0.52 0.09
H -6.87 1.76 0.05 0.04
C 2.47 1.74 -4.27 -0.06
C 2.16 0.60 -5.23 -0.49
C 1.91 -0.75 -4.55 -0.05
O 1.06 0.92 -6.05 -0.07
H 2.80 2.64 -4.80 0.07
H 3.25 1.41 -3.57 0.08
H 1.54 2.03 -3.72 0.08
H 3.03 0.53 -5.92 0.14
H 2.56 -0.86 -3.69 0.07
H 2.00 -1.56 -5.31 0.10
H 0.90 -0.72 -4.15 0.05
H 0.31 1.19 -5.51 0.03
C -2.20 -0.26 -5.38 -0.04
C -2.39 1.19 -5.70 -0.47
C -3.76 1.76 -5.31 -0.04
O -1.36 1.90 -4.99 -0.08
H -2.30 -0.37 -4.31 0.06
H -1.25 -0.60 -5.75 0.07
H -2.95 -0.91 -5.86 0.09
H -2.25 1.37 -6.78 0.14
H -3.81 1.77 -4.22 0.07
H -4.59 1.10 -5.59 0.08
H -3.96 2.75 -5.69 0.07
H -1.43 2.86 -5.20 0.12
C -8.36 -1.19 1.32 -0.05
C -7.00 -0.61 1.51 -0.54
C -6.01 -1.62 2.04 -0.05
O -6.56 0.01 0.36 -0.06
H -8.67 -1.64 2.28 0.09
H -8.33 -1.95 0.54 0.08
H -9.08 -0.43 1.02 0.09
H -7.11 0.25 2.18 0.14
H -6.17 -2.52 1.45 0.08
H -6.27 -1.91 3.08 0.10
H -4.96 -1.27 1.96 0.07
H -6.46 -0.56 -0.41 0.07
```

=====

Entry 6:
DFT (wB97M-V/def2-TZVPD) results for C6H7NO as an isolated structure.

Results
E_LUMO, Eh: -0.00773
Frontier orbital gap, eV: 8.597
Electronic energy, eV: -9867.0280
Spin multiplicity: 1

XYZ file:
```
15
Properties=species:S:1:pos:R:3:nbo_charge:R:1
C 1.87 -0.23 0.89 -0.66
C 1.08 -0.34 -0.43 0.48
C -1.19 -0.59 -0.14 0.34
N -2.50 -0.46 -0.17 -0.78
C -0.12 -1.32 -0.28 -0.27
C -0.19 1.08 -0.26 -0.25
C -0.37 2.28 -0.34 -0.21
O 1.68 -0.37 -1.52 -0.61
H -2.96 -0.50 -1.08 0.41
H -2.95 0.13 0.51 0.41
H -0.03 -2.39 -0.29 0.23
H 2.44 0.70 0.86 0.23
H 1.21 -0.22 1.76 0.21
H 2.54 -1.08 0.95 0.23
H -0.52 3.33 -0.48 0.23
```